{
  "formula": "C27H46BrNOP2SV",
  "method": "wB97M-V/def2-TZVPD",
  "largest_force_ev_per_a": 5.84,
  "total_energy_ha": -5784.422942,
  "s_squared": 3.800,
  "de_lowest_kcal_mol": 143.5,
  "spin_multiplicity": 4,
  "orbital_gap_ev": [6.696, 2.557],
  "homo_energy_ev": [-12.4, -12.1],
  "total_charge": 2,
  "elements": ["N", "C", "C", "C", "C", "C", "C", "V", "P", "C", "C", "C", "C", "C", "C", "C", "Br", "H", "H", "H", "H", "H", "H", "H", "H", "H", "H", "P", "C", "C", "H", "H", "H", "H", "H", "C", "C", "H", "H", "H", "H", "H", "C", "C", "H", "H", "H", "H", "H", "C", "C", "H", "H", "H", "H", "H", "C", "C", "H", "H", "H", "H", "H", "C", "C", "H", "H", "H", "H", "H", "C", "S", "C", "O", "H", "H", "H", "H", "H", "H"],
  "positions_angstrom": [[-5.344, 1.586, -3.706], [-5.434, 1.860, -2.399], [-4.321, 1.869, -1.533], [-3.061, 1.448, -2.038], [-2.926, 1.290, -3.436], [-4.129, 1.325, -4.205], [-1.892, 1.301, -1.040], [-0.706, -0.238, -0.632], [1.648, -0.172, 0.257], [-0.483, 1.469, -1.505], [0.519, 2.235, -0.628], [1.615, 2.968, -1.194], [2.741, 3.221, -0.455], [2.967, 2.533, 0.897], [1.629, 2.509, 1.585], [0.594, 1.864, 0.719], [2.109, 1.548, 3.176], [-2.223, 1.811, -0.128], [-0.344, 1.691, -2.557], [-4.421, 2.204, -0.491], [-1.966, 1.212, -3.969], [-6.422, 2.092, -1.982], [-4.098, 1.138, -5.286], [1.585, 3.138, -2.266], [-0.298, 1.376, 1.163], [3.573, 3.801, -0.891], [1.240, 3.481, 1.973], [-2.012, -1.803, -1.477], [3.265, 0.977, 0.475], [4.264, 0.801, -0.672], [3.785, 0.566, 1.356], [3.889, 2.950, 1.337], [4.769, 1.753, -0.919], [5.075, 0.094, -0.406], [3.821, 0.406, -1.597], [1.392, -0.667, -1.463], [2.083, -1.952, -1.973], [1.620, 0.171, -2.116], [0.272, -1.059, -1.635], [1.542, -2.256, -2.870], [3.138, -1.839, -2.231], [1.947, -2.743, -1.239], [2.836, -1.640, 1.050], [4.086, -1.631, 1.966], [3.185, -2.174, 0.153], [2.076, -2.256, 1.549], [3.878, -1.485, 3.034], [4.583, -2.612, 1.885], [4.868, -0.907, 1.699], [-1.716, -2.646, 0.118], [-1.691, -4.183, 0.087], [-2.491, -2.356, 0.833], [-0.761, -2.241, 0.512], [-2.675, -4.603, -0.126], [-1.004, -4.595, -0.650], [-1.397, -4.584, 1.063], [-1.386, -2.709, -2.902], [-1.403, -1.924, -4.221], [-2.045, -3.581, -2.973], [-0.372, -3.062, -2.671], [-2.408, -1.553, -4.454], [-0.727, -1.054, -4.226], [-1.100, -2.585, -5.045], [-3.782, -2.024, -1.806], [-4.698, -1.398, -0.777], [-3.945, -3.110, -1.850], [-3.976, -1.599, -2.803], [-5.740, -1.551, -1.074], [-4.578, -1.812, 0.226], [-4.543, -0.318, -0.702], [1.144, 0.770, 6.348], [2.147, 2.224, 6.085], [1.625, 3.322, 7.380], [3.566, 1.833, 6.272], [0.568, 0.898, 7.269], [1.826, -0.082, 6.432], [0.478, 0.643, 5.489], [2.405, 3.346, 8.146], [1.500, 4.306, 6.917], [0.668, 2.978, 7.769]],
  "lowdin_charge": [0.0605, -0.1305, -0.0531, -0.2320, -0.0325, -0.1289, -0.2270, 0.4130, 1.0679, -0.2725, -0.2281, -0.0209, -0.0033, -0.3338, -0.6081, -0.2657, 0.9485, 0.1083, 0.1111, 0.1179, 0.1039, 0.1167, 0.1128, 0.1274, 0.1051, 0.1316, 0.1374, 0.9062, -0.3902, -0.0747, 0.0281, 0.1547, 0.0913, 0.0914, 0.0686, -0.4221, -0.0997, 0.0934, 0.0171, 0.0721, 0.0937, 0.0722, -0.3064, -0.1405, 0.0453, 0.0575, 0.0678, 0.0907, 0.0616, -0.3599, -0.1057, 0.0893, 0.0533, 0.0839, 0.0723, 0.0848, -0.3762, -0.1139, 0.0954, 0.0677, 0.0659, 0.0716, 0.0915, -0.3440, -0.1223, 0.0990, 0.0914, 0.0945, 0.0691, 0.0430, -0.2151, 0.8526, -0.1785, -0.3527, 0.0718, 0.0860, 0.0418, 0.0928, 0.0752, 0.0712]
}